Record 1
DFT (ωB97M-V with the def2-TZVPD basis set) results for an isolated molecule of C5H10N2.

```
17
Properties=species:S:1:pos:R:3:forces:R:3:lowdin_charge:R:1
N 0.7845 -2.3066 0.1987 1.0208 -1.8848 -0.7413 -0.04
N -0.3586 0.9235 0.4954 -0.0715 1.2439 1.0950 -0.09
C -0.1847 -1.7519 -0.6767 -0.5524 1.8815 -1.8567 -0.25
C -1.0597 2.1641 0.8394 0.3720 1.3023 -0.8578 -0.10
C 0.1388 -0.3987 -1.4400 1.4571 -4.3803 0.0013 -0.10
C 0.0811 0.7306 -0.7927 -1.0512 1.3863 -0.1022 -0.24
C 1.6157 -1.5943 0.7894 -1.2806 0.8049 0.3240 -0.05
H 1.4027 -0.5601 0.9197 0.7287 1.2766 -0.3012 0.05
H -2.1324 2.0117 0.8810 -0.3077 -0.1615 0.3468 0.06
H -0.4788 0.1597 1.1413 0.0030 -0.0745 -0.3614 0.11
H 2.4143 -2.0060 1.3198 1.1460 -0.8618 0.9617 0.05
H 0.6768 -0.6154 -2.3963 -0.7972 0.9926 0.7480 0.11
H -0.9542 2.8138 -0.0838 0.0855 -0.3682 1.2986 0.09
H -1.0617 -1.4830 -0.0764 -0.4896 -0.7970 -0.3765 0.10
H 0.1860 1.6235 -1.3799 0.4435 0.6485 0.1905 0.11
H -0.3290 -2.4819 -1.5119 -0.6060 0.3409 1.1078 0.11
H -0.7408 2.7708 1.7729 -0.1007 -1.3493 -1.4765 0.10
```
Positions in Å, forces in eV/Å.

Electronic energy = -305.92746 a.u.
LUMO energy = 0.9 eV
SMILES = C=NC/C=C\NC
Kohn-Sham gap = 9.0559 eV
Charge = 0
Largest force on an atom = 4.616 eV/A
Highest occupied orbital energy = -8.119 eV



Record 2
DFT (ωB97M-V with the def2-TZVPD basis set) results for a cluster of 13 separate species, C5H37NO12S in total.

```
56
Properties=species:S:1:pos:R:3:forces:R:3:lowdin_charge:R:1
S 0.2250 0.7924 -4.2390 -0.0221 0.0377 -0.0452 0.71
O 1.0034 -3.3636 -1.9298 -0.0181 0.2873 0.0024 -0.08
O -1.4934 -3.4768 -0.8209 0.0488 0.1320 0.2869 -0.08
O 2.9006 -2.5584 -0.0287 -0.0329 -0.0204 -0.0016 -0.08
O -0.7841 -3.6196 1.8521 -0.0017 0.0878 -0.1868 -0.08
O 0.6422 3.9618 -1.1844 -0.1535 -0.1319 0.1563 -0.07
O 2.9351 -0.8053 3.3727 -0.0824 0.3439 -0.4395 -0.07
O 1.7988 -3.2181 2.4163 0.1039 0.3007 -0.0317 -0.09
O -3.2458 -1.3600 -1.6646 -0.4548 -0.0028 0.1153 -0.04
O 0.7527 4.3306 1.5995 -0.0108 -0.4566 -0.3473 -0.08
O -3.6379 1.4280 -1.2009 0.0373 -0.0575 0.0874 -0.06
O 2.9450 0.1993 0.7378 -0.4026 0.5347 -0.2459 -0.09
O -1.8783 3.2969 -2.0931 0.1535 0.1484 0.0107 -0.06
N 0.3865 0.7417 -0.1755 -0.0645 -0.0444 0.0424 -0.08
C -1.3188 1.5804 2.4470 0.0590 0.4193 0.1562 -0.10
C -0.2996 0.4805 2.1827 -0.2236 -0.1613 0.1770 -0.23
C 0.7617 1.2233 -2.5636 -0.1035 -0.3356 0.0359 -0.56
C -0.3815 -0.0763 0.7682 0.2728 -0.2025 0.2543 -0.22
C 0.3287 0.1898 -1.5363 0.0065 0.2671 0.2493 -0.28
H -3.4648 0.4846 -1.4058 -0.0947 0.3320 0.4591 0.02
H 0.0146 -1.0933 0.7227 0.1136 0.0020 0.0691 0.11
H -1.4381 -0.1571 0.4894 -0.1172 0.0406 -0.2227 0.11
H 1.0053 -0.6643 -1.5656 -0.0634 -0.1841 -0.1151 0.10
H 2.5002 -0.1219 3.8937 0.0383 -0.1081 0.0570 0.05
H -1.9851 -2.6467 -0.9282 0.1612 -0.2348 0.1027 0.00
H 1.3208 3.6343 1.9474 -0.0069 0.1356 0.1223 0.02
H 2.2205 -3.1148 1.5313 0.0135 -0.0045 0.2099 0.02
H -2.4934 2.6239 -1.7419 -0.1411 -0.0805 -0.1369 0.00
H -0.2600 3.6800 -1.4445 0.0061 0.4451 -0.0776 0.00
H 0.0054 1.6798 -0.1782 -0.0119 0.1450 -0.0346 0.09
H 2.9681 -0.4268 2.4618 0.0645 -0.1625 0.4290 0.01
H -2.2488 3.6095 -2.9242 0.0150 -0.0710 0.0802 0.07
H 1.2456 -4.2886 -2.0143 -0.0832 -0.1154 -0.0288 0.06
H -0.6764 -0.1748 -1.7566 -0.1604 0.0022 -0.1049 0.09
H 1.8369 1.3309 -2.5180 0.2711 0.1527 -0.1431 0.08
H -1.2436 2.3939 1.7190 -0.0673 -0.1041 -0.0658 0.06
H -1.2960 -3.5699 0.1423 -0.1469 0.1091 -0.2541 0.02
H -0.4353 -0.3298 2.9019 -0.1049 -0.0672 -0.0500 0.11
H 0.3296 2.2034 -2.3657 0.0445 -0.4214 -0.1923 0.01
H -3.1409 -1.4022 -2.6202 0.1110 -0.0921 -0.2015 0.08
H -1.1576 2.0682 3.4116 0.0374 -0.1360 0.0072 0.08
H -3.7529 1.5256 -0.2442 0.0405 -0.2957 -0.3234 0.07
H 2.1070 -2.4329 2.9186 -0.1113 -0.3638 -0.2052 0.02
H 2.0692 0.5925 0.4123 0.3348 -0.3410 0.0975 0.04
H -4.0661 -1.8472 -1.4799 0.2837 0.1547 -0.0684 0.09
H -2.3416 1.1979 2.4588 0.0144 -0.0739 -0.1335 0.07
H 3.6374 0.8089 0.4517 -0.0818 -0.1626 0.0579 0.07
H 0.7246 4.8703 -1.4850 -0.0164 0.1071 0.0175 0.07
H 2.9368 -1.5969 0.1273 -0.0572 -0.2306 -0.2735 0.01
H 0.7058 0.8478 2.3661 0.2345 0.1424 -0.0641 0.08
H 0.6523 4.0785 0.6556 0.1135 0.3671 0.3012 -0.02
H -1.2486 -3.5273 2.6855 -0.0347 -0.0507 0.0409 0.05
H 0.7974 -0.4179 -4.3083 0.0458 -0.0069 0.0433 -0.14
H 2.2676 -2.7533 -0.7529 0.1081 0.2511 0.2129 0.01
H 0.0900 -3.3514 -1.5563 0.1357 -0.2105 -0.0526 0.01
H 0.1737 -3.4593 2.0533 0.0006 -0.0151 0.1644 0.00
```
Positions in Å, forces in eV/Å.

Electronic energy = -1568.58817 a.u.
LUMO energy = -0.2 eV
Kohn-Sham gap = 9.0417 eV
Charge = 0
Largest force on an atom = 0.713 eV/A
Highest occupied orbital energy = -9.215 eV



Record 3
DFT (ωB97M-V with the def2-TZVPD basis set) results for a cluster of 9 separate species, C33H46F10N9O7S3 in total.

```
108
Properties=species:S:1:pos:R:3:forces:R:3:lowdin_charge:R:1
S 0.1632 0.4118 5.5462 3.1624 -1.5143 2.9382 1.00
S 4.6328 2.9130 1.3970 -0.2142 0.5049 -0.1148 0.81
S 8.6956 0.2043 1.9941 6.5492 -0.0778 -0.0259 0.74
F -0.6488 0.5749 7.0315 1.1748 0.1925 -2.4383 -0.19
F -2.2915 1.3352 5.1020 2.0899 -2.5182 -0.9895 0.05
F -2.9565 0.0281 2.8166 2.4038 -0.1600 1.1319 0.01
F 1.0584 0.0868 4.1935 -1.8296 1.1072 1.9590 -0.14
F 1.5888 0.5178 6.4040 -2.2403 -0.0472 -1.3899 -0.16
F 2.2029 2.5270 2.1178 -0.2447 -0.7033 -1.9254 -0.07
F 0.1650 -1.2596 5.8594 0.3162 2.5538 -0.5931 -0.19
F -1.0052 -1.1055 2.5977 -0.9796 2.7429 2.0240 0.05
F -2.1582 -0.9237 5.3050 1.6917 2.7489 -1.3827 0.02
F 0.2162 2.0612 5.3471 -0.2544 -2.8275 -0.0266 -0.15
O 3.4006 0.6634 1.7670 -2.7461 -0.7415 -1.3577 -0.06
O 3.6402 1.7398 -2.6993 -1.6358 -0.2666 3.3977 -0.05
O 1.8980 -1.2246 1.7174 2.9666 3.3697 -1.5040 0.09
O 3.8500 3.6939 -1.5668 -2.5703 -5.4312 1.6935 -0.21
O 9.3597 -0.9046 2.7981 -3.3978 2.9644 -1.5190 -0.36
O 7.8042 1.2231 2.9738 0.3460 -1.3285 -1.3899 -0.21
O 9.7883 1.0641 1.3698 -3.6702 -1.6344 1.2655 -0.39
N -2.0328 7.6352 -4.7453 -0.8883 0.4313 0.0885 0.14
N -1.0229 2.7327 -2.9914 -0.4549 0.4181 -0.3040 0.16
N -5.1198 -4.8216 3.5893 0.3441 0.2182 0.2293 0.11
N -3.1591 -8.1101 -3.2840 0.0433 -0.4355 0.4022 0.14
N 0.3129 -2.8007 -1.3282 3.0680 1.2858 0.2614 0.05
N -7.0533 0.1803 1.1791 0.0507 -0.2424 0.4067 0.11
N -4.1393 3.6442 -0.9744 -0.3619 -0.2998 -0.4968 0.14
N -0.9780 -5.3599 -1.1443 -0.5161 -0.3902 -0.3400 0.12
N 3.0560 -1.2797 -3.9344 -0.1758 -0.2891 -0.9931 0.17
C -3.1209 7.8295 -4.4150 0.3574 0.1260 -0.2033 -0.26
C -1.5384 0.1160 3.1417 -0.9775 -0.1313 -2.8959 -0.29
C -2.0056 5.1581 -3.0563 0.0533 0.0837 -0.1129 -0.09
C 2.5402 -0.3099 1.1661 -1.6445 -0.9051 -0.8191 -0.30
C 2.5214 1.7193 -0.3934 0.5368 -0.9945 -0.9401 -0.15
C 2.6530 0.0934 -0.4086 -1.6125 -1.5513 -0.0677 -0.21
C -1.7656 -5.2244 -1.9725 -0.0179 -0.0429 0.0325 -0.26
C -0.0816 2.4418 0.1602 -1.2020 0.7655 0.3628 -0.19
C -0.6673 1.1000 0.7928 -1.2558 0.0284 0.4929 -0.15
C 3.9931 -0.6528 -0.8093 1.0173 -0.4852 -0.8028 -0.15
C -1.0380 1.4250 2.3478 -0.1674 -0.3544 -0.6082 -0.07
C -1.4831 0.2057 4.7242 -4.1979 -0.0811 0.3822 -0.30
C 1.2613 -0.9716 -5.8111 -0.2502 0.0879 -0.1972 -0.06
C 1.5884 -0.6345 -1.4154 -0.0968 -0.0689 0.1693 -0.11
C 5.4083 -0.0075 -0.5495 1.5568 -0.7789 0.4342 -0.16
C 2.2676 -1.1445 -4.7613 0.1812 -0.0723 -0.1108 -0.22
C -1.4552 3.7992 -3.0196 -0.0717 -0.0048 0.0637 -0.25
C -4.6990 3.0265 -1.7707 0.1299 0.0926 0.2589 -0.27
C -5.4110 2.2406 -2.7814 -0.1389 -0.2146 -0.2403 -0.07
C -2.9933 -3.7966 4.7191 0.2580 0.0763 0.1179 -0.07
C -2.7683 -5.0517 -3.0255 -0.3358 0.2647 -0.1839 -0.09
C 7.7311 -0.5216 0.5852 -1.4048 -0.4315 -0.5101 -0.22
C -6.6217 -1.0833 3.4300 0.0518 -0.1768 0.2921 -0.07
C -6.8633 -0.3753 2.1694 0.0212 0.0531 -0.0842 -0.28
C -4.5030 8.0775 -3.9957 -0.2916 0.0424 0.1195 -0.07
C 1.4956 -2.2128 -1.2262 -2.2221 -0.8770 -0.2271 -0.20
C -2.7243 -9.3289 -1.0104 0.0636 -0.1603 0.3010 -0.07
C 1.1095 2.3549 -0.8615 -0.3512 0.7570 0.1703 -0.13
C -4.1834 -4.3717 4.0863 -0.0479 -0.0467 -0.0436 -0.28
C -2.9681 -8.6475 -2.2841 0.0155 0.0230 -0.0510 -0.25
C 6.1376 -0.5469 0.8100 -0.1687 0.0273 -0.2393 -0.21
C 3.0416 1.9304 1.1010 2.1011 0.8507 2.7658 -0.54
C 3.3989 2.3684 -1.6146 3.8360 4.7021 -3.0423 -0.54
H -3.2254 -2.8676 5.2425 -0.1820 -0.1884 -0.1515 0.06
H 8.0185 0.0672 -0.3558 -0.3411 -0.5106 1.6875 0.11
H -7.0575 -2.0851 3.4190 0.0223 0.1235 -0.2108 0.08
H 0.5299 -1.7833 -5.8034 0.1822 -0.0006 0.1882 0.08
H 0.7102 -0.0360 -5.6883 0.1898 -0.0433 0.1904 0.09
H -4.8893 9.0087 -4.4166 0.2316 -0.0767 -0.0507 0.08
H 4.6864 2.9149 2.8030 -0.6269 -0.5032 -1.3645 -0.09
H -1.6927 0.8816 0.2999 1.7414 0.1587 0.6386 0.13
H 8.0931 -1.5927 0.4319 -0.0740 1.5846 0.6151 0.12
H -1.6557 -9.4478 -0.8171 -0.0799 0.1518 -0.2060 0.09
H -1.7508 5.6721 -3.9852 0.1967 -0.4336 0.2154 0.03
H -2.5565 -4.4802 5.4511 -0.2032 -0.0751 -0.1308 0.09
H -3.0954 5.1524 -2.9788 0.1291 -0.2539 0.0679 0.05
H -4.5853 8.1533 -2.9088 0.2156 -0.0513 -0.1024 0.09
H -3.4999 -5.8609 -3.0186 0.2648 0.0403 0.1190 0.03
H 6.1112 -0.3804 -1.3947 -1.2783 0.6377 1.1624 0.12
H -6.2427 2.8017 -3.2141 0.1267 0.0966 0.1871 0.08
H -0.1749 1.9730 2.8504 -1.1110 -0.9823 -0.5439 0.10
H 2.3922 -2.9011 -1.0242 -0.9682 1.5013 -0.2931 0.12
H -5.1704 7.2742 -4.3167 0.2352 -0.0106 -0.0482 0.08
H -7.0550 -0.5504 4.2798 -0.0181 0.1126 -0.2359 0.08
H 5.8848 0.0822 1.7264 0.1361 -0.7620 -1.3537 0.08
H -3.3187 -4.1149 -2.9077 0.2675 0.0052 0.1970 0.08
H 0.4114 -3.8231 -1.1822 0.0375 0.8784 -0.1053 -0.02
H -0.9682 2.9316 -0.4063 1.5191 -0.7942 0.8087 0.09
H -1.6261 5.7690 -2.2337 0.0864 -0.2389 -0.0235 0.09
H 3.9988 -1.6796 -0.2673 -0.1006 1.6680 -0.7105 0.12
H 5.5051 1.1221 -0.5533 -0.5353 -1.3445 -0.1466 0.09
H -3.1703 -10.3262 -0.9967 -0.0293 0.1461 -0.2124 0.08
H 0.7100 1.8830 -1.8373 1.1372 0.4195 1.7635 0.09
H 1.9204 -0.3989 -2.5079 -0.4470 -0.2614 2.4771 0.08
H -2.2173 -3.5694 3.9840 -0.2124 -0.0473 -0.0750 0.09
H 5.7816 -1.6246 1.0349 0.7170 1.6994 -0.3646 0.12
H -3.1463 -8.7724 -0.1703 0.0018 0.1088 -0.2370 0.09
H 0.5287 -0.2305 -1.3222 1.3426 -0.6784 0.0921 0.10
H 3.9311 -0.9305 -1.9286 0.0897 0.7871 1.9245 0.08
H 1.3681 3.4408 -1.1752 -0.3323 -1.7499 0.6613 0.14
H 1.7162 -0.9530 -6.8043 0.1522 -0.0127 0.2038 0.08
H -2.3115 -5.0366 -4.0176 0.1430 -0.0720 0.2115 0.08
H -5.8241 1.3222 -2.3575 0.1274 0.1666 0.1765 0.08
H 0.1033 3.1807 1.0338 0.1696 -1.2056 -1.5208 0.11
H -5.5533 -1.1968 3.6293 -0.0609 0.1216 -0.2408 0.07
H 7.5640 2.0393 2.4696 0.3124 -0.7765 0.1296 0.08
H -0.0534 0.1543 0.6744 -0.5240 1.3845 0.3427 0.09
H -4.7510 1.9515 -3.6030 0.1265 0.1308 0.2064 0.08
H -1.9528 2.1258 2.2872 1.4722 -1.0839 0.4712 0.15
```
Positions in Å, forces in eV/Å.

Electronic energy = -4497.43758 a.u.
LUMO energy = 0.6 eV
Kohn-Sham gap = 5.3413 eV
Charge = -1
Largest force on an atom = 6.788 eV/A
Highest occupied orbital energy = -4.784 eV